# 1
Density functional theory data (wB97M-V/def2-TZVPD) for a single C4H8 molecule at a distorted geometry.

```
12
Properties=species:S:1:pos:R:3:mulliken_charge:R:1
C 0.818 -1.341 -1.100 -1.15
H -0.971 0.446 -0.937 0.31
H -0.353 0.939 2.039 0.31
H -1.941 1.171 1.221 0.26
C 0.640 -0.426 0.064 -0.10
H 1.335 -0.125 0.841 0.30
C -0.850 1.258 1.125 -1.08
H -0.067 -1.952 -1.277 0.30
H 1.661 -2.037 -1.040 0.32
C -0.338 0.497 -0.051 -0.05
H -0.871 2.364 1.156 0.29
H 0.938 -0.792 -2.041 0.29
```

HOMO level: -8.8816 eV
Kohn-Sham gap: 10.15 eV

---

# 2
Density functional theory data (wB97M-V/def2-TZVPD) for a molecular structure, C22H20Cl3N3OSSe2Te2Tl.

```
55
Properties=species:S:1:pos:R:3:mulliken_charge:R:1
Cl 3.602 -1.063 9.008 -0.17
Te -2.038 1.085 3.615 0.17
S 0.634 -1.295 9.019 -0.18
C 3.008 1.165 0.974 -0.79
H 1.754 1.273 5.227 0.48
Cl 6.484 0.247 5.779 -0.19
H -1.259 -2.194 7.789 0.46
C 2.737 1.635 5.507 -0.24
C -6.096 -0.492 -2.953 -1.37
C 2.880 2.947 5.922 -0.95
C -4.083 -1.481 -1.788 -0.72
H -6.058 -0.128 -3.981 0.34
H 3.853 -3.344 6.801 0.29
C 4.213 -0.967 3.608 -1.24
C 3.814 0.757 5.441 0.00
H 2.858 -3.181 5.345 0.32
C -2.843 -1.315 -1.201 -0.21
C 5.069 1.244 5.816 0.85
C 2.153 -1.584 8.270 0.60
C 3.563 -0.657 4.972 0.00
C 5.233 2.554 6.238 -0.80
H -6.445 -1.522 -2.961 0.35
H -4.527 -2.466 -1.843 0.34
H 5.250 -0.644 3.607 0.28
H 2.029 3.612 5.970 0.44
H 6.212 2.910 6.526 0.47
C -4.109 0.858 -2.194 -0.68
H -2.313 -2.163 -0.778 0.40
H 4.195 -2.046 3.460 0.39
Cl 4.344 5.027 6.820 -0.21
H -2.358 1.883 -1.487 0.23
C -0.188 -2.082 7.739 -0.43
N -2.232 -0.132 -1.097 -0.19
C 4.136 3.398 6.288 0.37
C -4.749 -0.375 -2.306 1.01
H 1.914 -1.625 2.085 0.48
H 2.476 -0.763 4.858 0.26
H 0.355 -3.083 5.910 0.41
N 2.075 0.159 0.928 -0.25
Se -1.258 -0.644 2.174 -0.11
O 4.056 -1.575 5.916 -0.20
Tl 0.479 -0.366 -1.104 0.76
C 0.671 -2.540 6.790 -0.78
H 4.791 1.430 2.285 0.46
H -6.827 0.115 -2.418 0.33
C 2.034 -2.258 7.088 0.36
Te -1.502 3.409 2.355 0.23
C 3.918 0.896 1.950 -0.25
C 3.211 -2.661 6.244 -0.79
N 3.548 -0.305 2.498 0.34
C -2.868 0.932 -1.592 -0.16
H 2.951 2.018 0.317 0.47
Se -0.238 2.826 0.424 -0.19
H -4.579 1.756 -2.575 0.42
C 2.433 -0.708 1.856 -0.20
```

HOMO level (alpha / beta): -10.7137 / -10.7133 eV
Charge: +1
Kohn-Sham gap (alpha / beta): 5.79 / 5.82 eV

---

# 3
Density functional theory data (wB97M-V/def2-TZVPD) for 3 unconnected molecules or ions with the total composition C4H11NO2 at a distorted geometry.

```
18
Properties=species:S:1:pos:R:3:mulliken_charge:R:1
H -0.019 -1.413 -1.144 0.15
O 0.082 2.213 3.300 -0.64
C 0.432 -2.022 1.019 -1.02
H -1.696 -0.636 -3.921 0.33
O -1.603 -1.578 -4.104 -0.66
C 0.155 -1.086 -0.116 0.17
H -1.311 -1.936 -3.244 0.33
H 1.135 2.351 -0.275 0.22
H 1.508 -2.260 1.101 0.25
H 0.080 1.493 3.943 0.32
H -0.113 0.622 1.090 0.40
N -0.303 1.063 -1.026 -0.44
H 0.340 2.790 -1.894 0.26
H 0.921 2.673 3.441 0.32
C 0.391 2.118 -1.052 -0.26
C -0.098 0.206 0.089 -0.34
H 0.077 -1.580 1.952 0.30
H 0.021 -3.017 0.841 0.31
```

HOMO level: -8.8884 eV
Kohn-Sham gap: 9.47 eV

---

# 4
Density functional theory data (wB97M-V/def2-TZVPD) for a single C4H9NO3 molecule at a distorted geometry.

```
17
Properties=species:S:1:pos:R:3:mulliken_charge:R:1
O 2.647 1.427 1.100 -0.68
H 2.503 -0.670 2.506 0.31
C -1.956 -0.274 -2.577 -0.99
H -1.727 -0.995 -3.392 0.31
C -0.972 -0.300 -1.395 0.78
O -0.385 0.687 -0.940 -0.49
H 0.617 1.656 -0.197 0.20
O -0.876 -1.493 -0.795 -0.45
H -2.958 -0.459 -2.168 0.28
H 0.878 -1.064 2.273 0.27
H -0.486 0.643 0.718 0.30
C 1.623 0.745 1.369 0.54
H 1.255 0.071 3.567 0.25
H -1.975 0.757 -2.988 0.29
C 1.530 -0.279 2.524 -0.95
H -0.282 -1.342 -0.067 0.33
N 0.564 0.888 0.464 -0.31
```

HOMO level: -7.7187 eV
Kohn-Sham gap: 8.07 eV

---

# 5
Density functional theory data (wB97M-V/def2-TZVPD) for 3 unconnected molecules or ions with the total composition C3H12N2O3 at a distorted geometry.

```
20
Properties=species:S:1:pos:R:3:mulliken_charge:R:1
C -1.220 -0.779 1.010 -0.25
H -2.765 -1.041 -0.851 0.30
C -2.430 0.032 0.813 -0.59
H 2.899 -0.013 -0.751 0.44
H 0.257 1.012 1.720 0.21
H 1.308 1.380 0.383 0.28
H 0.682 -1.367 0.430 0.06
C 0.099 -0.438 0.361 0.55
O 2.261 1.299 -1.186 -1.03
H -3.221 -0.135 1.541 0.34
H -2.075 1.082 0.885 0.31
H -1.300 -1.867 1.117 0.34
H 2.998 1.913 -1.226 0.18
O 3.059 -1.037 -0.733 -0.70
O -0.015 -0.202 -1.036 -0.49
H 0.815 0.288 -1.201 0.47
N -3.216 -0.189 -0.478 -0.54
H 4.001 -1.110 -0.560 0.28
N 0.815 0.665 0.954 -0.49
H -2.952 0.508 -1.193 0.34
```

HOMO level: -8.3937 eV
Kohn-Sham gap: 3.98 eV

---

# 6
Density functional theory data (wB97M-V/def2-TZVPD) for 2 unconnected molecules or ions with the total composition CHBrOS2 at a distorted geometry.

```
6
Properties=species:S:1:pos:R:3:mulliken_charge:R:1
H -0.228 -0.783 -2.160 0.17
Br -1.502 -0.951 -1.260 0.37
O -0.918 -0.944 0.257 -0.52
S 1.857 0.264 0.039 -0.28
S -0.075 1.600 2.030 -0.25
C 0.866 0.813 1.094 0.50
```

HOMO level: -9.1815 eV
Kohn-Sham gap: 8.97 eV

---

The records above give, respectively, energy above the lowest of the compared OMol25 structures with the same formula, charge and spin values of 0.744, 0.150, 2.356, 5.025, 7.477, 4.547 eV.
The records above give, respectively, E values of -4276.4489, -228026.4275, -9909.8854, -11922.5162, -12421.8727, -94809.1299 eV.